1.
ORCA calculation (ωB97M-V/def2-TZVPD) on a cluster of 2 separate species, C6H7N2 in total at a distorted geometry.

Geometry as XYZ:
```
15
Properties=species:S:1:pos:R:3:forces:R:3
N -0.1405 -0.0215 0.3383 -2.6 -2.2 -1.2
N -0.1151 1.1671 -0.0490 -0.7 2.9 0.0
C 0.9494 -0.6543 0.5277 3.4 -4.0 2.1
C 0.9798 1.9075 0.0238 -0.2 -0.6 0.4
C -2.7623 0.1035 -0.4738 -1.0 2.8 1.1
C -2.0899 -0.8695 -0.0217 2.1 0.9 -0.3
C 2.1755 0.0296 0.6945 1.4 -0.5 0.2
C 2.2175 1.3760 0.5122 -2.7 1.0 -0.9
H 0.6760 2.8894 -0.2769 1.1 0.8 -0.1
H -1.5862 -1.7917 0.0747 -0.5 -0.9 0.1
H -3.8290 0.3406 -0.7457 1.2 -1.1 0.1
H -2.2337 1.1242 -0.2178 -0.2 -1.5 -0.7
H 1.0103 -1.8091 0.7492 -0.8 2.4 -0.5
H 3.1320 -0.4516 1.0057 -1.2 -0.1 -0.3
H 3.0121 2.0515 0.7141 0.8 0.1 0.0
```
Positions in Å, forces in eV/Å.

Largest force on an atom = 5.65 eV/A
Relative energy (zero: lowest compared OMol25 entry of this formula, charge and spin) = 92.6 kcal per mole
E = -9304.1216 eV
HOMO level = -0.5442 Ha
Spin multiplicity = 1
Total charge = +1
HOMO-LUMO gap = 10.2422 eV

Here are the Mulliken charges for atoms 1 to 6, given in e: atom 1 (N): 0.085, atom 2 (N): -0.490, atom 3 (C): 0.086, atom 4 (C): -0.132, atom 5 (C): -0.427, atom 6 (C): 0.056

2.
ORCA calculation (ωB97M-V/def2-TZVPD) on a structure of composition C20H40Br20 at a distorted geometry.

Geometry as XYZ:
```
80
Properties=species:S:1:pos:R:3:forces:R:3
Br 3.5956 -2.4857 1.8614 1.4 -1.2 -1.6
Br -1.5987 4.4787 -0.0942 -3.3 1.1 5.1
Br 1.3672 4.6414 0.4900 2.9 -1.0 3.7
Br -1.5933 -0.9724 -1.2294 4.6 1.3 3.9
Br 3.5288 2.0466 3.3375 -0.9 -0.2 1.5
Br 1.8741 0.6555 -1.7238 9.2 -5.5 -3.2
Br -0.0052 -3.2612 -2.4857 -2.3 -2.9 -1.6
Br -1.0928 -1.1795 3.6104 -2.8 -4.8 2.4
Br 2.0154 -0.0954 1.6005 -5.8 0.6 -3.3
Br 2.0406 -2.2768 4.6098 0.1 0.4 0.8
Br -0.0825 1.7783 -1.4313 -6.6 11.7 -7.1
Br -3.2411 0.2066 1.2814 -0.8 1.7 -0.8
Br 2.1928 -2.7923 -0.8088 0.8 -2.2 -2.7
Br 5.3786 0.3914 2.0420 3.1 -0.4 -2.7
Br -5.1772 0.0271 -3.9494 1.2 -0.2 1.1
Br -3.2306 -2.6362 -3.6150 0.8 -4.7 -1.1
Br -0.3699 0.9899 2.8824 -0.6 6.2 0.2
Br -3.1333 -4.6347 1.3013 0.1 0.3 0.3
Br -2.9337 2.7928 -2.8990 -6.2 -2.9 -1.8
Br -0.1247 6.0784 -3.1779 0.1 -0.1 -0.3
C -2.5462 1.7396 0.1248 -1.9 2.0 1.7
C -2.0183 -3.0737 1.7237 1.2 -0.8 -1.3
C -2.4994 -2.4292 2.9932 0.1 -0.1 -1.3
C -0.6957 3.4069 -2.2981 3.9 3.2 -1.0
C 0.3539 2.7737 2.4426 1.5 0.9 0.4
C 2.5095 -1.9199 -2.5731 -0.3 -0.4 -0.8
C 5.4008 -0.8070 0.4789 0.4 0.0 0.7
C 1.4788 -0.8262 -2.9877 1.9 -0.9 0.4
C -2.5083 0.8377 -2.8789 -1.2 0.4 -0.6
C 0.4352 4.5194 -2.1490 -1.2 -1.4 -1.4
C 3.3587 0.0644 3.6420 -0.4 0.0 3.3
C -2.8007 -3.2948 -1.7443 0.3 -1.9 -0.9
C 2.0632 -0.3117 4.4240 1.2 0.2 -0.2
C 0.4761 -1.1117 0.8445 -0.7 1.0 -0.8
C -0.3452 -0.0384 0.0894 0.0 -4.3 2.1
C -3.6638 -0.1949 -2.5780 -1.0 3.6 -0.1
C 4.0135 -1.3660 0.2597 3.6 0.3 -0.3
C -1.5417 -4.2453 -1.8269 -1.7 0.5 -0.4
C 0.7195 2.8404 0.9836 -0.3 0.3 0.7
C -2.2494 2.9821 1.0885 -0.3 -1.7 -1.0
H -4.0861 -0.0423 -1.5848 -0.4 0.7 -0.2
H -1.0050 0.4756 0.7885 0.7 -0.5 -0.8
H -1.8036 -5.0597 -2.5024 0.4 0.2 -0.2
H -1.7333 0.7647 -2.1159 -1.6 1.0 -1.3
H 0.8226 -1.9059 0.1833 -0.6 1.3 0.7
H -3.0884 3.3247 1.6940 -0.1 0.0 -0.5
H -1.6587 1.4302 -0.4272 -1.5 0.2 1.1
H 0.5067 4.9109 -1.1342 -0.5 -0.3 -2.1
H -1.2737 -4.7224 -0.8842 0.0 0.5 0.1
H 5.7661 -0.1872 -0.3399 -0.2 -0.2 -0.1
H 1.3484 2.0070 0.6703 0.6 1.0 0.2
H 1.9725 0.1893 5.3878 0.1 -0.4 0.1
H -1.9465 0.7023 -3.8031 -0.5 -0.3 -0.3
H 1.6268 -0.5482 -4.0312 0.6 0.5 0.2
H -0.3366 3.5917 2.6482 -0.2 -0.4 0.4
H -3.3783 -1.2468 -2.5673 -0.6 2.5 0.0
H 1.2187 2.9167 3.0904 -0.2 -0.1 -0.2
H -0.9858 -3.4204 1.6801 0.0 -0.6 1.0
H 0.4627 -1.2198 -3.0141 0.1 1.0 0.9
H -3.2628 2.0955 -0.6155 -0.5 -0.7 0.5
H 0.2947 0.6223 -0.4955 0.2 -4.2 3.9
H -3.3134 -1.7878 2.6556 -0.2 -0.2 0.9
H 1.3989 4.1297 -2.4769 0.1 0.5 -0.1
H -1.9431 -2.4764 0.8151 -1.0 0.5 0.3
H 3.5409 -1.5683 -2.5970 -0.2 0.4 0.5
H -1.5390 3.8742 -1.7896 1.4 -1.1 -1.9
H 1.1877 -0.1032 3.8091 0.9 -0.2 0.9
H -0.0329 -1.6263 1.6595 0.4 0.8 -0.2
H -1.4732 2.5989 1.7510 -0.8 1.1 -0.5
H 3.2705 -0.5762 0.1485 1.1 -0.9 -0.3
H -0.1633 2.7735 0.3479 0.7 0.3 1.3
H -2.8023 -3.2460 3.6484 0.2 0.7 0.6
H -0.9794 3.1786 -3.3255 1.9 0.3 0.2
H 6.1277 -1.5788 0.7319 -0.1 0.1 -0.2
H -3.6978 -3.7817 -1.3619 0.2 -0.3 -0.4
H 4.2971 -0.2463 4.1012 -0.5 0.2 0.7
H -2.5850 -2.4305 -1.1161 -1.3 -1.8 -0.4
H 4.0051 -1.9323 -0.6716 1.3 0.2 1.0
H 2.5604 -2.7341 -3.2960 -0.5 -0.2 0.0
H 3.3299 -0.4429 2.6777 1.5 0.5 2.3
```
Positions in Å, forces in eV/Å.

Largest force on an atom = 15.24 eV/A
Relative energy (zero: lowest compared OMol25 entry of this formula, charge and spin) = 787.4 kcal per mole
E = -1422206.8119 eV
HOMO level = -0.2817 Ha
Spin multiplicity = 1
HOMO-LUMO gap = 7.5607 eV

Here are the Mulliken charges for atoms 1 to 6, given in e: atom 1 (Br): 0.014, atom 2 (Br): -0.094, atom 3 (Br): -0.168, atom 4 (Br): 0.077, atom 5 (Br): -0.052, atom 6 (Br): -0.196

3.
ORCA calculation (ωB97M-V/def2-TZVPD) on a structure of composition C6H24Br2N12O6Y at a distorted geometry.

Geometry as XYZ:
```
51
Properties=species:S:1:pos:R:3:forces:R:3
Y -0.0287 -0.6447 -0.3758 -0.3 -0.1 -0.8
Br 0.2775 -1.4031 -3.0670 -0.1 -0.2 0.0
Br -0.9088 -2.7764 1.2215 0.0 0.1 0.1
O 2.0265 -2.0897 -0.3169 0.5 -0.6 -1.0
O -0.7953 1.3049 -1.4870 -0.5 -0.1 0.0
O 1.7531 0.7985 -1.1029 0.4 0.1 0.3
O 1.2959 -0.1430 1.4648 0.4 0.6 1.0
O -2.4172 -0.9714 -1.0473 -0.3 0.5 0.6
O -1.4586 0.8016 1.0826 0.0 0.1 0.8
N -4.6862 -0.8054 -1.3324 1.2 0.1 -0.1
N 3.3081 2.1836 -0.2101 0.3 -0.3 -0.1
N -2.7667 2.4232 -1.2358 0.3 -0.7 -0.3
N -1.6493 2.3942 -3.2627 -1.3 -0.4 1.5
N 1.2199 1.1623 3.3281 0.5 0.7 0.1
N 3.9609 0.4754 -1.6108 -0.1 0.8 1.1
N -3.2681 -0.3501 1.8567 -0.1 0.9 0.1
N -3.3188 -1.7727 -2.9384 -1.5 0.3 0.5
N 2.9043 -0.3720 3.0187 0.4 0.1 0.2
N -2.9118 1.8702 2.4278 0.4 0.6 -0.4
N 4.1965 -2.0613 0.2834 0.1 -0.3 -0.1
N 2.9643 -3.9928 0.4965 -0.3 -0.1 -0.8
C -2.4950 0.7668 1.7705 0.1 -1.4 -0.4
C -1.7312 1.9387 -1.9855 1.5 1.0 0.1
C 2.9302 1.1208 -0.9895 -0.9 0.0 0.0
C -3.4335 -1.1838 -1.7167 1.6 -0.6 -1.0
C 3.0263 -2.7271 0.0398 -1.0 1.7 1.7
C 1.8080 0.2370 2.5349 -1.1 -1.1 -1.2
H -4.6741 -0.2099 -0.5259 -0.6 -0.2 0.2
H -5.4890 -1.2183 -1.7613 -0.3 0.2 0.2
H -2.2488 2.6264 2.3881 -0.4 0.3 0.1
H 3.1665 -1.2640 2.6404 0.1 0.1 -0.3
H -3.4724 3.0264 -1.6084 -0.1 0.1 0.1
H 4.2999 -1.1334 -0.0897 0.0 0.0 0.0
H -3.7712 1.9517 2.9344 0.0 -0.1 0.2
H -2.4696 2.9199 -3.5007 0.5 0.3 -1.2
H -2.4795 -2.2200 -3.2647 0.3 0.2 0.2
H -0.8045 2.2457 -3.7787 -0.2 -0.1 -0.4
H -4.1874 -1.8675 -3.4369 0.3 -0.3 -0.4
H 2.6343 2.7884 0.2176 -0.3 -0.2 -0.1
H 2.0458 -4.4042 0.4058 0.2 -0.2 0.4
H 3.7902 -0.2309 -2.3063 -0.1 0.1 -0.2
H -4.1591 -0.2401 2.3075 0.1 -0.4 0.4
H 3.4958 0.0660 3.6992 -0.1 -0.2 0.2
H 3.6215 -4.2744 1.1959 0.0 -0.5 0.0
H 4.2751 2.3943 -0.0516 0.1 0.1 0.0
H -2.7888 -1.2477 1.8812 0.0 -0.1 -0.5
H -2.7277 2.2027 -0.2591 -0.1 0.0 0.1
H 4.9662 -2.5152 0.7384 0.2 0.0 -0.3
H 4.7776 1.0569 -1.5847 0.6 -0.6 -0.8
H 1.8369 1.5711 4.0121 -0.3 0.1 0.3
H 0.5597 1.7925 2.9006 0.0 -0.2 -0.1
```
Positions in Å, forces in eV/Å.

Largest force on an atom = 2.67 eV/A
Relative energy (zero: lowest compared OMol25 entry of this formula, charge and spin) = 17.6 kcal per mole
E = -177914.9314 eV
HOMO level = -0.3732 Ha
Spin multiplicity = 1
Total charge = +1
HOMO-LUMO gap = 7.9046 eV

Here are the Mulliken charges for atoms 1 to 6, given in e: atom 1 (Y): 1.660, atom 2 (Br): -0.665, atom 3 (Br): -0.733, atom 4 (O): -0.559, atom 5 (O): -0.138, atom 6 (O): -0.373

4.
ORCA calculation (ωB97M-V/def2-TZVPD) on a cluster of 9 separate species, C5H28N6O10 in total at a distorted geometry.

Geometry as XYZ:
```
49
Properties=species:S:1:pos:R:3:forces:R:3
O 1.9336 3.3222 6.8083 -0.5 -0.7 -1.5
O -7.6599 4.9971 -2.3971 -0.2 -0.1 0.0
O -0.6110 0.9770 -0.0633 -0.6 -0.3 1.0
O 6.8614 3.5807 -3.6660 -0.2 0.0 0.1
O -3.2960 -5.3924 2.0394 0.0 -0.2 0.0
O 0.5070 -0.6543 -7.0627 1.0 0.6 0.0
O 1.8742 2.5325 -1.0071 0.7 2.6 2.1
O 1.5833 -3.9274 0.3775 1.2 0.3 1.5
O -2.1377 -2.8462 5.6049 0.2 -0.1 -0.2
O -4.8573 0.7238 3.8253 0.0 -0.1 0.2
N 3.7725 -3.9791 0.1849 3.9 -0.1 -4.3
N -1.1588 -1.9801 -6.3005 -0.5 -3.1 1.6
N 0.6526 2.9700 4.9455 -1.1 0.8 -1.2
N 1.9950 1.4172 5.6778 2.1 -4.3 -0.6
N 2.9910 -3.7784 2.2176 -0.9 0.1 2.0
N -1.6810 -0.1189 -7.0847 -2.0 4.3 -1.4
C -0.6546 -0.8654 -6.8173 1.7 -2.3 0.0
C -0.4188 1.5853 -1.2998 1.1 0.1 -0.6
C 1.0893 1.6380 -1.6628 -0.4 -0.9 -2.0
C 2.7128 -3.8774 0.9143 -3.4 -0.5 -0.3
C 1.5843 2.6159 5.8302 -0.5 4.4 3.7
H 0.7254 2.5273 4.0407 -0.6 0.6 0.0
H 4.7496 -4.1229 0.3961 -0.5 0.1 0.8
H -0.6118 -2.7768 -6.0068 -0.1 0.4 -0.1
H -2.7248 -4.7301 2.4282 0.2 0.2 0.1
H 1.5927 0.8505 4.9449 0.4 -0.3 0.5
H 7.1360 2.7530 -4.0607 0.0 -0.2 -0.1
H -0.9678 1.1260 -2.1218 0.2 -0.8 -0.1
H -2.8385 -3.3261 6.0463 -0.2 -0.2 0.1
H 3.9252 -3.6081 2.5616 -0.4 -0.2 0.0
H -7.4298 5.9244 -2.4555 0.0 0.3 0.0
H 1.6681 0.7242 -1.5282 -1.2 -1.2 0.0
H 2.6960 2.6171 -1.4961 0.0 0.1 0.2
H -3.9798 -4.8897 1.5967 -0.2 0.1 -0.1
H 2.6516 1.0970 6.3753 -0.1 -0.3 -0.5
H -6.8203 4.5388 -2.4329 0.2 -0.1 0.0
H 1.2250 1.8705 -2.7190 -0.8 -0.2 -0.6
H 2.2306 -4.0123 2.8398 0.4 0.3 0.1
H -2.5860 -0.5476 -7.2165 0.3 0.7 -0.3
H -0.4908 0.0256 -0.1088 0.1 0.0 -0.2
H -2.3982 -1.9274 5.6696 -0.1 0.3 0.0
H -4.1180 0.7950 3.2214 0.2 0.0 -0.1
H -2.1198 -1.8856 -6.0044 0.5 -0.8 0.3
H 7.5920 4.1776 -3.8276 0.2 0.2 0.0
H 0.1643 3.8360 5.1237 0.3 -0.2 -0.5
H -1.3856 0.7512 -7.5039 -0.9 0.1 -0.2
H -0.9633 2.5292 -1.2720 0.8 0.6 0.3
H 3.6256 -3.9754 -0.8143 -0.3 0.0 0.2
H -5.6295 0.7186 3.2598 -0.2 0.0 -0.1
```
Positions in Å, forces in eV/Å.

Largest force on an atom = 5.78 eV/A
Relative energy (zero: lowest compared OMol25 entry of this formula, charge and spin) = 0.0 kcal per mole
E = -35054.6352 eV
HOMO level = -0.3457 Ha
Spin multiplicity = 1
SMILES = NC(N)=O.NC(N)=O.NC(N)=O.OCCO.O.O.O.O.O
HOMO-LUMO gap = 9.4518 eV

Here are the Mulliken charges for atoms 1 to 6, given in e: atom 1 (O): -0.686, atom 2 (O): -0.637, atom 3 (O): -0.497, atom 4 (O): -0.638, atom 5 (O): -0.635, atom 6 (O): -0.624

Which value of E does entry 1 give? -9304.1216 eV

HOMO level of number 4 (C5H28N6O10)? -0.3457 Ha

Which of these has the lowest HOMO-LUMO gap? C20H40Br20